1.
C18H35BrCl12N3O | ωB97M-V/def2-TZVPD

Geometry as XYZ:
```
70
Properties=species:S:1:pos:R:3:forces:R:3
N 6.077 -1.736 4.114 0.5 -0.4 0.1
C 5.082 -0.867 4.174 -0.3 1.4 -0.8
N 4.333 -0.629 5.276 -0.6 -0.6 -1.2
C 3.181 0.240 4.961 -0.7 0.8 -0.7
C 2.412 -0.232 3.674 -0.8 0.1 0.7
C 1.304 -1.257 4.087 -0.6 0.9 -0.7
C 1.107 -2.414 3.092 0.2 1.9 0.5
O 1.281 -3.501 3.455 0.2 -2.7 0.3
Br 0.630 -2.089 1.218 0.0 0.4 0.5
C 3.398 -0.762 2.628 0.1 0.8 0.2
N 4.743 -0.173 3.008 0.6 -2.1 0.9
H 6.185 -2.245 3.242 0.4 0.4 0.2
H 6.703 -1.971 4.876 -0.5 -0.1 0.1
H 4.024 -1.492 5.722 0.6 0.2 0.4
H 2.455 0.284 5.787 0.7 -0.1 0.0
H 3.543 1.265 4.773 0.0 -0.5 0.2
H 1.893 0.677 3.315 0.4 -0.5 -0.2
H 1.492 -1.664 5.097 0.0 -0.3 -0.7
H 0.328 -0.736 4.169 0.5 -0.1 -0.1
H 3.553 -1.857 2.643 -0.6 0.4 -0.2
H 3.161 -0.432 1.610 0.0 -0.2 0.5
H 5.436 -0.449 2.307 -0.2 0.5 -0.1
Cl -2.823 -0.090 1.827 0.1 0.0 0.0
C -3.942 -0.441 0.481 -0.2 0.0 -0.1
C -3.501 -1.635 -0.328 0.0 0.0 0.1
Cl -2.006 -1.308 -1.249 0.2 0.0 -0.1
H -4.021 0.453 -0.135 0.1 0.0 0.0
H -4.919 -0.638 0.923 0.0 -0.1 0.0
H -4.267 -1.892 -1.052 0.1 0.1 0.0
H -3.324 -2.504 0.303 0.1 0.1 0.0
Cl 5.494 -2.862 0.660 0.1 0.0 0.1
C 4.453 -2.962 -0.794 -0.3 0.0 -0.3
C 4.477 -1.685 -1.598 0.2 -0.1 -0.1
Cl 3.676 -0.339 -0.745 0.1 0.0 -0.2
H 3.444 -3.215 -0.471 0.1 0.1 0.1
H 4.835 -3.785 -1.396 0.1 0.1 0.1
H 3.940 -1.829 -2.535 0.0 -0.1 0.1
H 5.495 -1.379 -1.832 0.0 0.0 0.1
Cl 0.695 1.793 -0.174 0.0 0.0 0.1
C 1.118 1.636 -1.900 0.0 -0.1 -0.3
C 0.551 2.759 -2.731 0.2 -0.1 0.1
Cl -1.227 2.679 -2.840 -0.1 0.0 0.0
H 0.764 0.666 -2.246 -0.1 0.0 0.1
H 2.205 1.645 -1.963 0.0 0.1 0.0
H 0.934 2.694 -3.749 0.0 -0.1 0.0
H 0.819 3.734 -2.328 -0.1 -0.2 0.0
Cl -6.546 -2.855 -0.490 -0.2 -0.1 0.0
C -7.369 -3.107 1.072 -0.1 -0.1 0.2
C -8.496 -2.127 1.285 -0.1 -0.1 0.0
Cl -7.901 -0.463 1.514 0.0 0.0 0.0
H -6.623 -3.035 1.863 0.0 0.1 -0.1
H -7.759 -4.124 1.064 0.0 0.1 -0.1
H -9.050 -2.393 2.184 0.1 0.0 0.0
H -9.188 -2.125 0.444 0.1 0.0 0.0
Cl -0.290 9.009 -1.922 0.0 0.0 0.0
C -1.298 7.754 -2.685 -0.1 0.0 0.0
C -0.814 6.361 -2.364 -0.2 0.0 0.1
Cl 0.757 6.001 -3.132 0.1 0.4 -0.1
H -1.308 7.936 -3.758 0.1 0.0 0.0
H -2.310 7.886 -2.306 0.0 -0.1 0.0
H -1.524 5.626 -2.741 0.0 0.0 0.0
H -0.705 6.212 -1.291 0.1 0.1 0.0
Cl -1.685 -0.151 -7.773 0.0 0.0 0.0
C -2.107 -1.150 -6.361 0.0 -0.1 0.0
C -1.786 -0.460 -5.058 -0.3 0.0 0.1
Cl -0.029 -0.293 -4.800 0.1 0.0 0.0
H -1.582 -2.100 -6.450 0.0 0.1 0.0
H -3.178 -1.345 -6.418 0.0 0.1 0.1
H -2.173 -1.046 -4.224 0.1 0.0 0.0
H -2.227 0.534 -5.011 0.1 0.0 0.0
```
Forces are in eV/Å.

The charge is +1. For the gap between HOMO and LUMO, the calculation gives 8.9 eV. The calculation puts the LUMO energy at -3.07 eV.

Partial charges, Mulliken, in e: -0.29 0.37 -0.26 -1.12 0.81 -0.74 0.32 -0.47 -0.09 -0.39 -0.38 0.13 0.26 0.36 0.50 0.37 0.29 0.43 0.35 0.67 -0.57 0.39 -0.18 -0.03 -0.45 -0.15 0.33 -0.03 0.12 0.37 -0.21 -0.42 -0.52 -0.10 0.23 0.40 0.31 0.35 -0.19 -0.28 -0.45 -0.20 0.16 0.29 0.37 0.26 -0.18 -0.52 -0.40 -0.18 0.30 0.38 0.30 0.31 -0.19 -0.53 -0.28 -0.20 0.33 0.34 0.24 0.34 -0.19 -0.50 -0.18 -0.20 0.33 0.34 0.11 0.27

---

2.
C18H35F9NNbO5S | ωB97M-V/def2-TZVPD

Geometry as XYZ:
```
70
Properties=species:S:1:pos:R:3:forces:R:3
O -1.651 -0.449 -0.170 2.0 0.6 -2.5
S -1.042 -0.753 -1.541 -3.1 -3.5 3.7
O -0.930 -2.259 -1.624 1.2 2.6 -0.6
C 0.606 0.144 -1.599 0.9 1.5 1.3
F 0.440 1.278 -2.400 0.7 -2.2 1.2
F 0.848 0.633 -0.275 0.1 -0.8 -2.2
C 1.871 -0.755 -1.964 0.7 1.3 1.1
F 3.029 0.048 -1.701 -1.7 -1.5 -0.7
F 1.920 -1.805 -1.046 -0.1 1.7 -2.0
C 1.988 -1.193 -3.488 -0.9 -0.7 -2.3
F 1.940 -0.099 -4.386 0.2 -1.8 2.4
F 0.933 -2.039 -3.904 2.1 1.7 1.5
C 3.336 -1.982 -3.856 1.1 -1.0 -1.9
F 3.695 -2.958 -2.936 -0.5 2.3 -1.5
F 3.114 -2.664 -5.074 0.5 1.5 2.6
F 4.400 -1.092 -4.112 -2.3 -2.1 1.1
Nb -2.770 0.143 -3.225 -2.5 3.7 -2.5
O -2.506 2.105 -2.560 -1.6 -2.0 -0.3
C -4.445 0.877 -4.593 -0.6 -0.1 -0.7
C -3.959 1.938 -5.687 -1.3 0.7 0.5
O -2.581 2.350 -5.566 -0.3 0.1 -0.1
C -3.358 -1.987 -3.868 -0.9 0.5 -0.1
C -4.684 -2.480 -3.121 -0.1 -0.7 0.3
C -5.692 -3.337 -4.034 -0.4 1.0 0.8
O -5.068 -4.006 -5.155 -0.8 0.9 0.2
H -1.492 0.257 -4.508 1.1 -1.0 0.4
H -4.011 -0.054 -1.874 0.7 -0.6 0.6
H -3.353 2.443 -2.189 0.9 -0.1 -0.1
H -5.254 1.355 -3.925 1.2 -0.6 -0.8
H -4.973 0.014 -5.140 0.8 1.2 0.9
H -4.144 1.526 -6.740 0.6 0.6 1.5
H -4.594 2.891 -5.571 0.7 -1.4 -0.4
H -2.489 3.098 -4.940 -0.4 -0.9 -0.4
H -3.613 -1.887 -4.983 0.5 -0.1 1.4
H -2.480 -2.703 -3.799 -1.1 0.7 0.1
H -4.404 -3.115 -2.204 -0.2 1.0 -1.3
H -5.303 -1.609 -2.700 1.0 -1.2 -0.7
H -6.498 -2.613 -4.412 1.0 -1.0 0.3
H -6.228 -4.077 -3.354 0.7 0.6 -1.1
H -5.146 -3.362 -5.890 0.3 -0.8 0.6
C 0.051 1.707 2.923 0.0 -0.1 -0.1
C 1.534 1.912 2.637 -0.1 0.2 0.0
C 2.389 0.645 2.769 -0.2 0.2 -0.2
C 2.356 -0.067 4.119 0.2 0.0 -0.2
N 3.422 0.373 5.126 0.4 -0.3 0.6
C 3.499 1.867 5.379 -0.1 -0.1 -0.2
C 2.285 2.153 6.233 -0.3 0.3 -0.2
C 2.181 0.939 7.151 -0.4 -0.2 0.4
C 3.026 -0.162 6.510 0.1 0.1 -0.2
C 4.773 -0.165 4.731 -0.4 0.1 0.0
H -0.133 1.379 3.948 0.0 0.0 0.0
H -0.484 2.650 2.789 0.0 -0.1 0.0
H -0.383 0.972 2.240 0.0 0.1 0.0
H 1.908 2.716 3.276 0.1 0.0 0.0
H 1.635 2.278 1.611 0.1 -0.1 0.1
H 3.416 0.873 2.467 0.0 -0.1 0.0
H 2.015 -0.065 2.023 0.1 0.0 0.1
H 2.533 -1.135 3.964 0.1 0.1 0.2
H 1.383 0.023 4.603 0.1 0.2 0.0
H 4.414 2.055 5.947 0.0 -0.2 -0.1
H 3.557 2.407 4.437 0.0 -0.1 0.0
H 1.384 2.236 5.620 0.1 0.1 -0.1
H 2.382 3.087 6.789 0.1 -0.1 -0.1
H 1.141 0.628 7.270 0.1 0.0 0.0
H 2.561 1.169 8.149 0.0 -0.1 -0.1
H 2.500 -1.110 6.393 0.2 0.1 -0.1
H 3.943 -0.322 7.081 0.0 -0.1 -0.2
H 5.058 0.268 3.773 0.0 -0.1 0.1
H 4.706 -1.251 4.663 0.0 0.1 -0.1
H 5.500 0.116 5.494 -0.1 0.0 -0.1
```
Forces are in eV/Å.

For the gap between HOMO and LUMO, the calculation gives 6.1 eV. The calculation puts the LUMO energy at -0.91 eV.

Partial charges, Mulliken, in e: -0.78 1.30 -0.61 0.18 -0.24 -0.20 0.57 -0.33 -0.24 0.57 -0.25 -0.25 0.55 -0.22 -0.24 -0.24 -0.57 -0.80 -0.56 -0.28 -0.50 -0.64 -0.02 -0.58 -0.52 0.18 0.12 0.28 0.29 0.25 0.23 0.22 0.30 0.29 0.47 0.31 0.12 0.21 0.31 0.33 -1.40 -0.46 -0.45 -0.82 0.14 -0.78 -0.33 -0.62 -0.54 -1.02 0.35 0.38 0.38 0.26 0.46 0.20 0.32 0.31 0.58 0.50 0.39 0.06 0.55 0.35 0.30 0.31 0.39 0.36 0.40 0.44

---

3.
C18H35N2O3 | ωB97M-V/def2-TZVPD

Geometry as XYZ:
```
58
Properties=species:S:1:pos:R:3:forces:R:3
C -2.389 -0.517 1.922 8.3 -1.2 -7.1
C -1.216 -0.565 1.109 -8.8 0.0 5.4
N -0.107 -0.728 0.048 -1.3 0.5 1.7
C -0.663 -1.531 -1.112 -1.7 -1.2 -2.0
C -0.401 -3.148 -1.020 0.0 -0.9 -1.2
N -0.138 -3.677 0.372 1.2 0.5 -0.7
C 0.956 -2.921 1.094 -0.2 0.3 1.8
C 1.140 -1.357 0.632 2.6 -1.2 1.7
H -3.502 -0.709 2.309 3.2 0.7 -0.8
H 0.163 0.212 -0.338 -0.5 -0.6 0.7
H -1.841 -1.349 -1.102 2.8 -0.2 -0.2
H -0.189 -1.104 -2.121 -1.0 -0.9 2.4
H 0.476 -3.470 -1.762 -1.9 0.9 1.5
H -1.409 -3.672 -1.388 2.3 1.3 0.7
H 0.157 -4.697 0.307 -0.6 1.9 -0.1
H 2.008 -3.443 1.082 -1.9 1.2 -0.3
H 0.631 -2.889 2.243 0.7 -0.1 -2.5
H 2.083 -1.312 -0.088 -2.5 0.3 1.0
H 1.422 -0.748 1.600 -0.6 -1.1 -2.1
C 4.449 -4.989 -3.301 0.4 0.4 -0.2
C 4.306 -5.970 -2.166 0.1 -0.7 0.1
C 3.216 -5.333 -1.332 -0.2 0.1 0.4
O 2.369 -4.610 -2.236 0.2 0.0 0.1
C 3.020 -4.538 -3.511 -0.3 0.0 -0.5
H 4.897 -5.419 -4.200 -0.1 0.1 0.1
H 5.065 -4.140 -2.982 0.0 -0.1 -0.1
H 3.963 -6.937 -2.553 0.1 0.1 0.1
H 5.230 -6.134 -1.607 -0.2 0.0 0.0
H 3.631 -4.615 -0.616 0.1 0.0 0.1
H 2.624 -6.070 -0.782 0.0 0.1 -0.1
H 2.489 -5.209 -4.196 0.1 0.1 0.0
H 2.955 -3.519 -3.902 -0.1 -0.1 0.1
C -1.084 4.502 -0.746 -0.6 0.1 0.5
C 0.181 5.251 -1.076 0.2 0.3 -0.5
C 1.251 4.282 -0.623 0.5 0.1 0.3
O 0.714 2.963 -0.788 -0.2 -0.2 0.0
C -0.693 3.072 -1.047 0.0 -0.2 -0.4
H -1.954 4.835 -1.317 0.1 -0.1 0.1
H -1.312 4.611 0.321 -0.1 -0.1 -0.2
H 0.249 5.403 -2.160 0.0 0.0 0.1
H 0.255 6.227 -0.589 0.0 -0.2 -0.1
H 1.486 4.417 0.438 0.0 0.1 0.0
H 2.175 4.378 -1.200 -0.1 -0.2 0.1
H -0.858 2.829 -2.102 -0.1 0.0 0.0
H -1.238 2.350 -0.433 0.0 0.0 0.1
C -2.929 3.205 3.830 0.6 -0.2 0.3
C -3.830 4.407 3.953 -0.5 0.2 0.3
C -3.744 5.009 2.568 0.0 0.4 -0.3
O -3.523 3.925 1.655 0.1 -0.2 0.3
C -3.198 2.751 2.412 -0.2 0.0 -0.4
H -3.131 2.427 4.572 0.0 0.1 -0.1
H -1.882 3.513 3.932 -0.1 -0.1 0.0
H -4.857 4.081 4.156 0.1 0.1 0.0
H -3.530 5.103 4.740 -0.1 -0.1 -0.1
H -2.893 5.694 2.484 0.0 0.1 0.1
H -4.654 5.547 2.287 0.1 -0.1 -0.1
H -4.059 2.076 2.368 0.0 -0.1 0.0
H -2.337 2.249 1.962 -0.1 0.1 -0.1
```
Forces are in eV/Å.

The charge is +1. For the gap between HOMO and LUMO, the calculation gives 8.1 eV. The calculation puts the LUMO energy at -3.62 eV.

Partial charges, Mulliken, in e: -0.58 0.01 0.33 -0.44 -0.14 -0.41 -0.39 -0.63 0.38 0.24 0.39 0.30 0.01 0.33 0.33 0.22 0.35 0.39 0.37 -0.54 -0.58 -0.40 -0.28 -0.52 0.33 0.26 0.27 0.34 0.21 0.27 0.32 0.29 -0.13 -0.66 -0.50 -0.41 -0.19 0.44 -0.11 0.29 0.35 0.27 0.30 0.24 0.06 -0.64 -0.55 -0.46 -0.43 0.53 0.34 0.30 0.24 0.35 0.27 0.31 0.16 -0.41

---

no.,E_tot (eV)
1,-246058.983
2,-67794.087
3,-28341.374